{"formula": "C57H46Br2F4N4OP3ReS", "method": "wB97M-V/def2-TZVPD", "multiplicity": 4, "homo_lumo_gap_ev": [6.0518, 4.4893], "total_charge": 3, "homo_energy_ev": [-14.40, -14.38], "e_lumo_ev": [-8.348, -9.894], "elements": ["Re", "C", "C", "C", "H", "P", "C", "C", "C", "H", "H", "C", "H", "C", "C", "H", "N", "C", "C", "H", "C", "H", "H", "C", "H", "C", "H", "H", "H", "Br", "H", "N", "H", "C", "H", "C", "C", "C", "H", "C", "C", "C", "C", "H", "C", "C", "C", "H", "F", "C", "H", "C", "C", "C", "H", "H", "C", "C", "C", "C", "C", "H", "C", "H", "Br", "C", "C", "H", "C", "H", "C", "H", "H", "C", "H", "H", "C", "H", "C", "O", "C", "H", "N", "H", "C", "F", "H", "C", "H", "H", "C", "N", "C", "H", "C", "F", "C", "F", "H", "C", "C", "C", "C", "C", "H", "P", "S", "H", "H", "H", "C", "H", "C", "H", "C", "H", "P", "H", "H"], "coordinates": [[-1.1868, -0.3583, -0.2381], [-1.9114, -4.0602, 0.8408], [0.9175, 5.2030, -1.6165], [-1.7272, 2.1060, -3.4962], [8.0339, -0.7304, -0.9491], [2.4815, -0.1422, -0.6680], [-2.5334, -5.8772, 2.2856], [0.8982, -2.5908, -1.4178], [3.3848, 0.3595, -3.9514], [-3.2995, 2.7025, -4.8164], [0.8930, 6.0402, -2.3005], [-2.4413, 2.0574, -4.6836], [-0.6385, -0.2902, -6.3346], [-3.7642, 0.0223, 4.5403], [-2.8223, -3.2294, 1.4884], [2.0391, 1.9994, -3.5019], [1.7632, 0.5385, -2.0100], [4.3912, 1.1442, -4.7913], [4.7736, -1.5652, -1.2286], [7.0510, 1.4038, -0.1965], [6.5275, 2.8820, -4.9281], [3.9053, 1.9806, -5.2999], [4.1401, -2.3949, -1.5180], [6.9584, -0.6190, -0.9091], [-2.0412, 2.7783, -2.7090], [-6.3175, -2.3473, -2.3691], [-0.5121, 0.2168, 6.2798], [-2.4921, -1.4648, 3.6805], [1.7786, 4.4417, 1.5676], [-2.6559, 1.6762, -0.0890], [2.6754, -0.1296, -4.6169], [0.1627, 5.2391, 8.7379], [-4.0556, -5.4442, 3.7357], [-3.6020, -3.7366, 2.5313], [1.6923, 6.3566, 0.0133], [0.1964, 3.9387, 5.4966], [-1.7694, -5.3798, 1.2379], [0.9869, 3.0530, 0.1389], [4.8044, 0.4849, -5.5544], [-0.2229, 2.1754, 7.0931], [6.4093, 0.5827, -0.4838], [-5.0280, -1.9733, -2.7344], [4.2176, -0.3434, -0.8158], [1.0403, 2.2095, 0.8182], [-2.0576, 1.1921, -5.7008], [1.4094, 4.3007, 0.5604], [0.2093, -0.6014, 3.7529], [3.3953, 1.8567, -2.4105], [-7.2119, -2.6016, -3.2915], [2.2201, -3.7617, 0.9625], [0.3853, 4.9827, 5.2895], [0.5247, 2.8713, -1.1656], [1.3661, 5.3795, -0.3170], [-0.2289, 0.4142, -4.3520], [3.9053, -0.4341, -3.4115], [0.3100, 3.3409, 3.4457], [-0.0276, -1.1309, 2.5319], [-0.2911, 1.2532, 6.0620], [2.6617, 1.2781, -2.9717], [1.5086, -4.5565, -0.0070], [-0.5967, 0.9789, 2.4572], [0.6164, -1.0398, 4.6471], [0.1440, 3.0183, 4.4650], [-1.0369, 1.9110, 2.1451], [-2.3665, -1.2284, -2.4036], [-0.1012, 1.6880, 4.7623], [5.0346, 0.7278, -0.4315], [-3.3689, -0.1146, 5.5384], [0.0205, 3.5164, 6.8123], [0.6484, -0.2066, -4.2493], [0.0974, 4.4746, 7.8847], [4.6014, 1.6632, -0.0963], [-0.3671, 1.8582, 8.1166], [-6.6424, -2.4545, -1.0270], [-2.4224, -6.9074, 2.5964], [7.4177, 3.2749, -4.4415], [-3.8009, -0.5822, 2.2087], [0.2972, -1.7069, -3.0352], [-4.3933, -1.7854, -0.3954], [0.9845, -2.3241, -2.7587], [-5.6792, -2.1872, -0.0616], [-6.1139, 1.7990, 2.8675], [-0.1623, 0.7282, 3.6895], [6.5917, -2.6159, -1.6168], [-4.7875, 0.9343, 4.3146], [-7.8520, -2.8168, -0.6704], [0.6032, -4.6546, -1.9149], [-0.6112, 1.2820, -3.3278], [0.1671, 3.8283, -3.0696], [-5.2352, 0.4758, 0.9950], [-3.4495, -5.0559, 2.9284], [-0.5252, -0.1263, 1.7092], [1.6936, -1.7014, -0.2842], [-1.3207, -3.6875, 0.0152], [0.5047, 3.9498, -2.0491], [-6.0219, -2.3468, 1.2092], [-5.3129, 1.0932, 3.0399], [-4.7133, -1.8816, -4.0171], [-2.6179, 1.1641, -6.6259], [-0.9486, 0.3734, -5.5384], [-4.1034, -1.7049, -1.7509], [2.3780, -2.4433, 0.7914], [-3.2701, -0.7373, 3.4910], [0.9742, -4.0248, -1.1145], [2.7374, -4.2601, 1.7715], [-3.1146, -1.5597, 0.8668], [5.7293, 1.7752, -3.7464], [1.5072, -5.6322, 0.1085], [0.1088, -2.1405, 2.1871], [-1.0705, -6.0259, 0.7241], [0.2093, -1.6690, -0.5032], [3.0731, -1.8914, 1.4133], [6.1470, -1.6884, -1.2832], [6.8330, 2.3358, -5.8181], [-4.8196, 0.3419, 1.9854], [5.8746, 3.7097, -5.1966], [0.1727, 1.2029, -1.7146], [-5.1868, 1.5120, 5.1376], [-4.3336, -3.1140, 3.0275]], "forces_ev_per_a": [[0.6, -0.6, 0.1], [0.0, 0.0, 0.0], [0.0, 0.0, 0.0], [0.0, 0.0, 0.0], [0.0, 0.0, 0.0], [0.0, -0.1, 0.1], [0.0, 0.0, 0.0], [0.1, -0.1, 0.2], [0.0, 0.0, 0.0], [0.0, 0.0, 0.0], [0.0, 0.0, 0.0], [0.0, 0.0, 0.0], [0.0, 0.0, 0.0], [0.0, 0.0, -0.1], [0.0, 0.0, 0.1], [0.0, 0.0, 0.0], [-0.2, 0.3, -0.2], [0.0, 0.0, 0.0], [0.0, 0.0, 0.0], [0.0, 0.0, 0.0], [0.1, 0.0, 0.0], [0.0, 0.0, 0.0], [0.0, 0.0, 0.0], [0.0, 0.0, 0.0], [0.0, 0.0, 0.0], [0.0, 0.0, 0.0], [0.0, 0.0, 0.0], [0.0, 0.0, 0.0], [0.0, 0.0, 0.0], [-0.2, 0.3, -0.1], [-0.1, 0.0, 0.0], [0.0, 0.0, 0.0], [0.0, 0.0, 0.0], [0.0, 0.0, 0.0], [0.0, 0.0, 0.0], [0.0, 0.0, 0.0], [0.0, 0.0, 0.0], [0.0, 0.0, 0.0], [0.0, 0.0, 0.0], [0.0, -0.1, 0.0], [0.0, 0.0, 0.0], [-0.1, 0.0, 0.0], [0.2, 0.0, 0.0], [0.0, 0.0, 0.0], [0.0, 0.0, 0.0], [0.0, 0.0, 0.0], [0.0, 0.0, 0.0], [0.0, 0.1, 0.1], [0.0, 0.0, 0.0], [0.0, -0.1, 0.0], [0.0, 0.0, 0.0], [0.0, 0.1, 0.0], [0.0, 0.0, 0.0], [0.0, 0.0, -0.1], [0.0, 0.0, 0.0], [0.0, 0.0, 0.0], [0.1, 0.1, 0.0], [-0.1, 0.1, 0.1], [0.0, 0.0, 0.0], [0.1, 0.0, 0.1], [-0.4, -0.1, 0.2], [0.0, 0.0, 0.0], [0.0, 0.1, 0.1], [0.1, 0.0, 0.0], [-0.3, 0.0, 0.1], [0.0, -0.1, -0.1], [0.0, -0.1, 0.0], [0.0, 0.0, 0.0], [0.0, 0.1, 0.1], [0.1, 0.0, 0.0], [0.0, -0.1, -0.1], [0.0, 0.0, 0.0], [0.0, 0.0, 0.0], [0.0, 0.0, 0.0], [0.0, 0.0, 0.0], [0.0, 0.0, 0.0], [-0.1, 0.0, 0.1], [0.0, 0.0, 0.0], [0.0, 0.0, -0.1], [0.0, 0.0, 0.0], [-0.1, 0.0, 0.0], [0.0, 0.0, 0.0], [0.1, 0.1, 0.0], [0.0, 0.0, 0.0], [0.0, 0.0, 0.0], [0.0, 0.0, 0.0], [0.0, 0.0, 0.0], [0.0, 0.0, 0.0], [0.0, 0.0, 0.0], [0.0, 0.0, 0.0], [0.0, 0.0, 0.0], [0.1, 0.2, 0.0], [-0.1, -0.2, 0.2], [0.0, 0.0, 0.0], [-0.1, 0.0, 0.0], [0.0, 0.0, 0.0], [0.0, 0.0, 0.0], [0.0, 0.0, 0.0], [0.0, 0.0, 0.0], [0.0, 0.0, 0.0], [0.1, 0.1, -0.1], [-0.1, 0.1, -0.1], [0.0, 0.1, 0.0], [0.0, 0.1, -0.1], [0.0, 0.0, 0.0], [0.1, -0.1, 0.0], [0.0, 0.0, -0.1], [0.0, 0.0, 0.0], [0.0, 0.0, 0.0], [0.0, 0.0, 0.0], [-0.3, 0.1, -0.3], [0.0, 0.0, 0.0], [0.0, 0.0, 0.0], [0.0, 0.0, 0.0], [0.0, 0.0, 0.0], [0.0, 0.0, 0.0], [0.1, -0.2, 0.1], [0.0, 0.0, 0.0], [0.0, 0.0, 0.0]], "lowdin_charge": [0.804, -0.096, -0.029, -0.133, 0.129, 1.156, -0.032, -0.430, -0.243, 0.126, 0.125, -0.031, 0.126, -0.051, -0.341, 0.117, -0.359, -0.468, -0.071, 0.126, -0.381, 0.092, 0.122, -0.020, 0.074, -0.111, 0.120, 0.099, 0.110, 0.292, 0.106, 0.206, 0.124, -0.072, 0.125, 0.011, -0.053, -0.126, 0.093, 0.015, -0.063, -0.244, -0.378, 0.068, -0.029, -0.055, 0.009, 0.083, 0.199, -0.045, 0.135, -0.377, -0.030, -0.137, 0.093, 0.103, -0.101, 0.003, -0.228, -0.043, -0.156, 0.145, 0.006, 0.097, 1.043, -0.176, -0.097, 0.113, -0.197, 0.076, -0.155, 0.114, 0.138, -0.112, 0.124, 0.040, -0.401, 0.037, -0.288, 0.060, -0.192, 0.124, 0.029, 0.126, -0.034, 0.192, 0.144, -0.431, 0.109, 0.094, -0.032, -0.149, -0.396, 0.067, -0.065, 0.141, -0.037, 0.118, 0.126, -0.040, -0.469, -0.098, -0.113, 0.008, 0.127, 0.990, 0.834, 0.126, 0.109, 0.108, -0.307, 0.123, -0.028, 0.047, -0.139, 0.043, 0.889, 0.123, 0.109]}

=====

{"formula": "C6H9NO", "method": "wB97M-V/def2-TZVPD", "multiplicity": 1, "homo_lumo_gap_ev": 7.0569, "homo_energy_ev": -6.83, "e_lumo_ev": 0.222, "elements": ["H", "H", "H", "H", "O", "H", "C", "C", "H", "H", "H", "C", "H", "C", "N", "C", "C"], "coordinates": [[2.5264, 1.1719, -1.0216], [1.5681, 2.4394, 1.8555], [-2.6097, -0.2078, -0.7683], [-1.5466, -1.0603, -1.8927], [1.1533, 2.2940, 0.9982], [2.3523, -0.6946, -1.2882], [2.0329, 0.2248, -0.8194], [-0.6992, 0.6585, 1.1537], [-1.3849, 1.0933, 1.8663], [-1.1227, -2.7212, -0.0060], [-1.2920, 0.6576, -1.5539], [-1.5802, -0.2980, -1.1117], [0.1960, -2.2143, 1.1852], [0.5436, 1.0810, 0.9108], [1.0777, 0.1596, 0.0044], [-0.5307, -1.9336, 0.4369], [-0.6842, -0.6501, 0.0509]], "forces_ev_per_a": [[0.5, 0.0, 0.0], [0.0, 0.0, 0.0], [-0.1, 0.1, 0.0], [0.1, 0.0, 0.1], [0.4, 0.3, 0.8], [-0.1, -0.1, -0.5], [-0.4, 0.9, 0.8], [2.0, -1.7, -1.3], [-0.5, -0.2, -0.5], [0.3, -0.1, -0.5], [0.0, 0.0, 0.0], [0.3, 0.0, -0.1], [-0.3, 0.0, 0.4], [-0.7, 0.5, -1.8], [2.2, 0.3, -0.3], [-0.2, 0.0, -0.1], [-3.3, -0.1, 3.0]], "lowdin_charge": [0.083, 0.113, 0.081, 0.078, 0.058, 0.082, 0.060, 0.121, 0.100, 0.039, 0.077, -0.075, 0.043, -0.413, -0.020, -0.039, -0.387]}

=====

ΔE to the lowest compared entry with this formula, charge and spin per entry: 40.4 121.6 kcal/mol